2 unconnected molecules or ions with the total composition C31H64Cl2NO3, computed with wB97M-V/def2-TZVPD.

Each line ends with the Mulliken charge.
Positions of all 101 atoms, in Å:
1 Cl -0.55 -1.36 0.50  -0.030
2 Cl -1.00 0.96 2.45  -0.116
3 O -4.18 0.86 -1.04  -0.151
4 O 4.52 4.70 1.59  -0.436
5 O -1.35 2.48 0.35  -0.354
6 N -1.92 0.30 -1.03  0.325
7 C 3.40 5.12 2.35  0.085
8 C 3.89 -4.86 -0.26  -0.938
9 C -0.65 0.26 -0.21  -0.686
10 C -7.66 -0.54 -2.52  -1.510
11 C -2.74 2.20 0.38  -1.772
12 C -1.37 2.77 -4.01  -0.686
13 C 2.40 -5.53 3.18  -0.771
14 C -5.44 0.48 -0.43  -1.320
15 C -1.73 0.82 -2.48  0.826
16 C 3.08 -1.88 0.54  0.007
17 C -0.51 1.46 0.79  1.732
18 C 2.66 -4.07 -0.72  -0.494
19 C 3.61 -5.15 2.30  -0.113
20 C -5.85 -0.94 -0.79  0.992
21 C 3.63 -5.82 0.91  -0.944
22 C -2.67 0.06 -3.42  -1.471
23 C -6.22 -1.01 -2.30  1.357
24 C -3.08 0.83 -0.21  -0.126
25 C 0.11 3.14 -4.06  -1.230
26 C 1.90 1.63 1.85  -1.343
27 C 5.84 3.82 3.48  -0.964
28 C -5.99 -2.38 -2.92  -1.904
29 C -1.81 2.33 -2.61  -0.455
30 C -4.81 -1.96 -0.32  -1.907
31 C 2.31 0.16 1.85  -0.515
32 C 2.86 -0.36 0.52  -0.501
33 C 5.77 4.72 2.26  -0.332
34 C 1.25 -4.54 3.06  -0.870
35 C 0.92 2.04 0.76  -1.327
36 C 2.85 -2.56 -0.81  -0.590
37 C 3.48 6.55 2.86  -1.383
38 H -6.27 -2.35 -3.98  0.469
39 H 1.36 1.81 -0.21  0.228
40 H 2.79 2.24 1.69  0.307
41 H 2.41 -2.33 1.28  -0.345
42 H -1.14 2.80 -1.88  0.297
43 H 3.22 4.43 3.19  0.282
44 H 2.18 -0.13 -0.31  0.183
45 H 5.59 2.79 3.21  0.209
46 H 3.79 0.16 0.31  0.391
47 H -8.10 -1.01 -3.40  0.424
48 H -3.89 -1.91 -0.90  0.231
49 H 2.35 -4.42 -1.71  0.421
50 H -2.14 -0.69 -1.16  0.214
51 H 1.48 -0.47 2.18  0.282
52 H 1.82 -4.28 -0.05  0.132
53 H 2.55 5.02 1.67  0.176
54 H -3.41 0.73 -3.86  0.449
55 H -4.95 -2.70 -2.87  0.360
56 H -5.56 -0.29 -2.81  -0.391
57 H 3.63 -4.07 2.18  0.036
58 H 2.71 -5.61 4.22  0.360
59 H -3.22 2.97 -0.21  0.515
60 H -3.22 -0.73 -2.92  0.048
61 H -3.10 2.25 1.40  0.435
62 H 0.30 4.04 -3.48  0.328
63 H 5.16 4.14 4.27  0.268
64 H 6.05 5.75 2.52  0.323
65 H 0.17 0.31 -0.92  0.178
66 H -2.82 2.67 -2.38  0.185
67 H -8.30 -0.78 -1.67  0.302
68 H 0.82 -4.54 2.06  0.137
69 H 6.85 3.84 3.89  0.403
70 H 1.59 -3.53 3.29  0.192
71 H 3.09 0.03 2.61  0.604
72 H -3.21 0.08 0.58  0.676
73 H 4.28 -5.45 -1.10  0.428
74 H 3.62 7.24 2.03  0.323
75 H 2.05 -6.52 2.89  0.346
76 H -0.70 0.53 -2.69  0.383
77 H 4.38 -6.61 0.89  0.415
78 H 4.30 6.69 3.57  0.314
79 H 4.53 -5.41 2.83  0.384
80 H 0.44 -4.79 3.76  0.459
81 H 0.74 2.34 -3.66  0.252
82 H 1.51 1.91 2.83  0.450
83 H 3.70 -2.34 -1.47  0.305
84 H -6.76 -1.12 -0.21  0.523
85 H 0.44 3.32 -5.08  0.417
86 H 4.70 -4.17 0.02  0.385
87 H -5.19 -2.98 -0.42  0.461
88 H 0.78 3.12 0.77  0.518
89 H -1.97 3.62 -4.32  0.413
90 H -6.61 -3.14 -2.44  0.387
91 H -7.73 0.54 -2.68  0.389
92 H -1.57 1.98 -4.75  0.322
93 H 6.48 4.38 1.51  0.331
94 H -2.10 -0.40 -4.23  0.451
95 H 2.55 6.81 3.37  0.431
96 H 1.97 -2.11 -1.29  0.153
97 H -5.37 0.62 0.66  0.471
98 H 2.67 -6.32 0.74  0.427
99 H -6.17 1.20 -0.80  0.468
100 H -4.56 -1.80 0.73  0.502
101 H 4.09 -2.09 0.88  0.497

Properties
- HOMO-LUMO gap (eV) = 9.4
- 2S+1 = 1
- energy above the lowest of the compared OMol25 structures with the same formula, charge and spin (kcal per mole) = 0.0
- lowest unoccupied orbital energy (eV) = -2.05
- net charge = +1
- HOMO (eV) = -11.463



2 unconnected molecules or ions with the total composition CH3BrN2, computed with wB97M-V/def2-TZVPD.

Each line ends with the Mulliken charge.
Positions of all 7 atoms, in Å:
1 Br -5.10 0.23 -0.06  -0.193
2 N 1.27 -0.44 0.06  0.430
3 N 0.18 -0.68 0.16  -0.506
4 C 2.40 -0.11 -0.33  -0.385
5 H -4.38 0.65 1.04  0.192
6 H 3.06 0.20 0.46  0.209
7 H 2.57 0.16 -1.33  0.253

Properties
- HOMO-LUMO gap (eV) = 9.6
- 2S+1 = 1
- energy above the lowest of the compared OMol25 structures with the same formula, charge and spin (kcal per mole) = 8.4
- lowest unoccupied orbital energy (eV) = 0.84
- HOMO (eV) = -8.742



A gas-phase ion, C2H8N3O2 (charge +1), computed with wB97M-V/def2-TZVPD.

Each line ends with the Mulliken charge.
Positions of all 15 atoms, in Å:
1 O -0.58 -1.32 2.47  -0.459
2 O -1.47 0.37 0.98  -0.369
3 N 0.26 -0.97 1.43  -0.407
4 N 0.28 0.44 -0.32  -0.150
5 N -0.32 -0.10 0.73  1.073
6 C -0.49 1.32 -1.14  -0.772
7 C 1.43 -0.29 -0.90  -0.743
8 H -0.66 2.33 -0.85  0.272
9 H -1.89 -0.40 1.41  0.429
10 H 2.23 0.46 -1.23  0.306
11 H 1.76 -1.10 -0.32  0.354
12 H -0.16 -2.03 2.99  0.403
13 H -1.37 0.68 -1.26  0.377
14 H -0.04 1.33 -2.14  0.352
15 H 1.02 -0.71 -1.83  0.334

Properties
- HOMO-LUMO gap (spin up / spin down) (eV) = 9.7 / 9.7
- structure (SMILES) = CN(C)/[N+](O)=N/O
- 2S+1 = 1
- energy above the lowest of the compared OMol25 structures with the same formula, charge and spin (kcal per mole) = 168.3
- lowest unoccupied orbital energy (spin up / spin down) (eV) = -4.52 / -4.52
- net charge = +1
- HOMO (spin up / spin down) (eV) = -14.176 / -14.175



C5H13NS in the gas phase, computed with wB97M-V/def2-TZVPD.

Each line ends with the Mulliken charge.
Positions of all 20 atoms, in Å:
1 S -1.37 2.42 0.24  -0.283
2 N 0.29 -1.37 0.20  -0.029
3 C -0.80 -2.21 0.63  -0.811
4 C 0.51 -1.57 -1.32  -0.832
5 C 0.07 0.00 0.57  -0.626
6 C 0.29 2.58 0.38  -0.489
7 C 0.94 1.23 0.05  -0.576
8 H 0.07 0.10 1.74  0.189
9 H 0.52 2.50 1.59  0.224
10 H -0.01 -2.56 -1.49  0.319
11 H 1.01 1.23 -1.10  0.287
12 H -0.97 0.23 0.34  0.346
13 H 0.92 3.36 -0.01  0.435
14 H 2.00 1.04 0.32  0.341
15 H 1.59 -1.44 -1.43  0.279
16 H -1.81 -1.65 0.45  0.292
17 H -1.43 2.50 -1.09  0.118
18 H -0.11 -0.91 -2.01  0.241
19 H -0.87 -3.21 0.17  0.318
20 H -0.85 -2.24 1.79  0.256

Properties
- HOMO-LUMO gap (eV) = 8.9
- structure (SMILES) = CN(C)CCCS
- 2S+1 = 1
- energy above the lowest of the compared OMol25 structures with the same formula, charge and spin (kcal per mole) = 66.1
- lowest unoccupied orbital energy (eV) = 0.87
- HOMO (eV) = -7.996



A molecular structure, F3H2PSi, computed with wB97M-V/def2-TZVPD.

Each line ends with the Mulliken charge.
Positions of all 7 atoms, in Å:
1 P 1.47 -0.15 -0.70  -0.156
2 Si -0.28 0.49 0.62  0.904
3 F -1.04 1.89 0.56  -0.210
4 F -0.28 0.10 2.14  -0.179
5 F -1.86 -0.97 -0.04  -0.590
6 H 0.74 0.13 -1.84  0.106
7 H 1.24 -1.49 -0.75  0.125

Properties
- HOMO-LUMO gap (eV) = 10.6
- 2S+1 = 1
- energy above the lowest of the compared OMol25 structures with the same formula, charge and spin (kcal per mole) = 53.4
- lowest unoccupied orbital energy (eV) = -0.38
- HOMO (eV) = -10.947



A molecular structure, C37H30F6FeNO3, computed with wB97M-V/def2-TZVPD.

Each line ends with the Löwdin spin population.
Positions of all 78 atoms, in Å:
1 Fe 0.10 -0.04 -0.41  0.911
2 F 0.04 -1.22 -3.32  0.000
3 F -1.21 -2.85 -2.67  0.000
4 F -3.44 -2.22 -1.31  0.000
5 F -1.67 -1.81 -4.50  0.000
6 F -4.23 -0.23 -1.57  0.000
7 F -4.12 -1.58 -3.26  0.001
8 O 1.61 -0.94 -0.65  -0.020
9 O 0.02 1.75 -0.23  0.022
10 O -1.49 -0.38 -1.24  0.074
11 N 0.02 -0.24 1.52  -0.015
12 C 0.86 -0.84 3.65  -0.001
13 C -0.26 -5.53 -0.42  0.000
14 C 0.44 -3.73 1.02  0.000
15 C -1.32 3.74 -1.61  0.001
16 C -3.45 4.34 -2.55  0.001
17 C -3.47 -1.19 -2.15  0.002
18 C 1.32 -3.89 -1.20  0.000
19 C -0.54 3.35 1.46  0.000
20 C -2.21 0.64 -3.31  0.002
21 C -1.40 4.28 2.05  0.000
22 C -4.09 3.65 -1.54  0.000
23 C -0.18 -0.17 4.27  0.003
24 C -2.06 4.39 -2.58  0.000
25 C 1.25 4.18 2.86  0.000
26 C 4.19 -3.40 0.24  0.001
27 C -0.94 5.14 3.03  0.000
28 C -0.97 0.46 2.11  -0.001
29 C -1.87 1.26 1.22  -0.002
30 C 0.38 5.09 3.44  0.000
31 C 6.22 -2.76 -0.88  0.000
32 C 2.18 -1.46 1.64  -0.001
33 C -2.07 -0.62 -2.46  0.003
34 C -1.10 0.50 3.49  -0.002
35 C -0.33 -4.87 0.80  0.000
36 C -3.34 2.99 -0.57  0.001
37 C 0.57 -5.03 -1.42  0.000
38 C 5.59 -1.62 -1.36  0.000
39 C 3.56 -2.25 -0.23  0.002
40 C 0.79 3.31 1.87  0.000
41 C 2.11 -1.96 0.19  0.003
42 C 1.27 -3.22 0.02  -0.001
43 C 4.26 -1.37 -1.03  0.000
44 C 5.52 -3.65 -0.08  0.000
45 C -1.95 3.03 -0.59  0.003
46 C -1.23 -1.65 -3.24  0.002
47 C -1.06 2.33 0.44  0.009
48 C 0.95 -0.85 2.27  0.003
49 H -0.25 -0.16 5.35  0.000
50 H 7.25 -2.96 -1.14  0.000
51 H -4.03 4.85 -3.32  0.000
52 H 6.13 -0.93 -1.99  0.000
53 H -0.97 -5.24 1.58  0.000
54 H 1.46 2.61 1.40  0.000
55 H 0.37 -3.24 1.98  0.000
56 H 0.63 -5.53 -2.38  0.000
57 H -1.22 1.03 -3.54  0.000
58 H 1.96 -3.50 -1.98  0.000
59 H -0.85 -6.41 -0.59  0.000
60 H -2.74 0.44 -4.24  0.000
61 H -5.17 3.60 -1.51  0.000
62 H 0.74 5.77 4.21  0.000
63 H -1.90 1.08 3.93  0.000
64 H 1.62 -1.35 4.23  0.000
65 H -1.55 4.93 -3.37  0.000
66 H -2.62 1.75 1.84  0.000
67 H 3.64 -4.12 0.84  0.000
68 H -3.87 2.44 0.20  0.000
69 H 2.96 -0.69 1.66  0.000
70 H -2.43 4.33 1.72  0.000
71 H 3.76 -0.48 -1.40  0.000
72 H 6.00 -4.55 0.28  0.000
73 H 2.53 -2.27 2.27  0.000
74 H -1.62 5.85 3.47  0.000
75 H -2.38 0.60 0.52  0.000
76 H 2.28 4.14 3.16  0.000
77 H -2.75 1.39 -2.74  0.000
78 H -0.24 3.76 -1.64  0.000

Properties
- HOMO-LUMO gap (spin up / spin down) (eV) = 8.6 / 8.6
- 2S+1 = 2
- ⟨S²⟩ = 1.1768
- lowest unoccupied orbital energy (spin up / spin down) (eV) = -0.30 / -0.33
- HOMO (spin up / spin down) (eV) = -8.926 / -8.948



DFT total energy, record by record: -2420.17657 -2723.34407 -395.28915 -651.13869 -931.73644 -3571.38008 hartree
Largest force on an atom, record by record: 0.3 3.8 4.1 7.2 5.2 0.6 eV/Å